Record 1
Formula: C3H8Se
Source: the OMol25 dataset
Level of theory: wB97M-V/def2-TZVPD

Positions of all 12 atoms, in Å:
C  -1.292  -0.420  0.000
C  1.263  -0.340  0.937
C  0.078  0.129  0.256
Se  0.744  0.859  -2.462
H  -1.745  -0.003  -0.838
H  -1.956  -0.095  0.787
H  -1.444  -1.476  0.104
H  2.177  0.189  0.847
H  1.107  -0.509  2.037
H  1.433  -1.363  0.630
H  0.117  1.203  0.095
H  -0.483  1.825  -2.391

The calculated total energy is -2520.41654 Ha. As for the energy above the lowest of the compared OMol25 structures with the same formula, charge and spin: 43.43 kcal per mole. As for the multiplicity: 1. The LUMO energy comes out at -1.0 eV. The calculation puts the strongest force on any atom at 4.0 eV Å⁻¹.



Record 2
Formula: C4H5NO
Source: the OMol25 dataset
Level of theory: wB97M-V/def2-TZVPD

Positions of all 11 atoms, in Å:
C  -1.379  0.288  1.203
C  -0.209  0.108  0.303
N  1.040  0.014  0.623
C  1.687  -0.229  -0.581
C  0.775  -0.269  -1.574
O  -0.452  -0.049  -1.019
H  -1.784  1.305  1.170
H  -1.063  0.071  2.223
H  -2.174  -0.409  0.920
H  2.758  -0.377  -0.633
H  0.800  -0.453  -2.636

The calculated total energy is -285.40568 Ha. As for the energy above the lowest of the compared OMol25 structures with the same formula, charge and spin: 5.59 kcal per mole. As for the multiplicity: 1. The SMILES is Cc1ncco1. The LUMO energy comes out at 1.1 eV. The calculation puts the strongest force on any atom at 0.3 eV Å⁻¹.



| no. | highest occupied orbital energy (Eh) |
| --- | --- |
| 1 | -0.2905 |
| 2 | -0.3380 |